(1)
Molecular formula: C30H41N2O8PPtSTe
Method: DFT, ωB97M-V with the def2-TZVPD basis set

## Properties
Multiplicity: 6
Expectation value of S²: 8.8002
Total charge: -1

Last column: Löwdin charge in e.
Geometry (Å):
Pt -0.59009 1.87616 0.58423  1.13
C 0.61393 -5.71980 5.45439  -0.06
C 0.28112 -4.68174 4.41744  -0.28
C 0.05562 -5.02858 3.09493  -0.02
C -0.22629 -4.06880 2.12533  -0.29
C -0.48010 -4.52515 0.71368  -0.07
C -0.27723 -2.72526 2.49182  -0.23
Te -0.56923 -1.06419 0.82273  1.61
N -0.94652 0.01934 -0.92536  -0.29
C -1.57260 -0.45875 -1.98984  -0.65
O -1.80068 -1.66950 -2.17017  -0.05
C -1.95053 0.57672 -3.02150  -0.16
C -2.13489 0.19631 -4.34585  -0.03
C -2.50270 1.13533 -5.29651  -0.10
C -2.69169 2.45826 -4.92749  -0.10
C -2.51092 2.84095 -3.60677  -0.07
C -2.13850 1.90656 -2.65537  -0.04
C 1.30036 -1.71867 0.08259  -0.39
C 1.30219 -2.39675 -1.12908  -0.14
C 2.49100 -2.84740 -1.67885  -0.09
C 3.68589 -2.60393 -1.02096  -0.09
C 3.68262 -1.90003 0.17281  -0.05
C 2.49942 -1.44307 0.74495  -0.29
C 2.52188 -0.62828 2.00083  -0.05
C -0.11931 -2.36395 3.83139  -0.32
C -0.28880 -0.94538 4.31394  -0.09
C 0.17894 -3.34412 4.77230  -0.03
H 0.58950 -6.72061 5.02682  0.07
H -0.09281 -5.68004 6.28416  0.08
H 1.61120 -5.54230 5.85946  0.08
H 0.09254 -6.07271 2.80530  0.11
H -1.10173 -5.42080 0.71363  0.08
H 0.46270 -4.76614 0.22054  0.08
H -0.97954 -3.74303 0.14148  0.03
H -1.99600 -0.84315 -4.61106  0.11
H -2.64170 0.83691 -6.32879  0.09
H -2.97642 3.19033 -5.67349  0.09
H -2.65612 3.87222 -3.31554  0.10
H -1.99606 2.19600 -1.62543  0.06
H 0.36199 -2.56309 -1.64093  0.09
H 2.48175 -3.39770 -2.61051  0.10
H 4.62213 -2.95220 -1.43899  0.10
H 4.61858 -1.69429 0.67744  0.11
H 3.52655 -0.56970 2.41738  0.08
H 1.84837 -1.04900 2.74515  0.05
H 2.19397 0.38276 1.75465  0.06
H -0.37340 -0.25344 3.47847  0.01
H 0.55059 -0.64957 4.94354  0.08
H -1.19629 -0.87132 4.91609  0.08
H 0.32323 -3.05731 5.80844  0.12
C 4.49654 3.59722 -2.46228  -0.15
O 3.41132 2.72276 -2.71572  -0.37
P 1.89011 3.38710 -2.65601  0.92
O 1.08126 1.99160 -2.73170  -0.36
C 1.67335 0.70265 -2.83706  -0.12
O 1.75892 3.84432 -4.27945  -0.37
C 1.84918 2.90075 -5.32233  -0.17
H 5.41217 3.00855 -2.53852  0.08
H 4.39940 4.01927 -1.46243  0.06
H 4.51941 4.40263 -3.20274  0.08
H 0.86910 0.02552 -3.12264  0.08
H 2.08096 0.39731 -1.87337  0.07
H 2.46231 0.68241 -3.58988  0.08
H 1.72446 3.44255 -6.26282  0.07
H 1.06586 2.14051 -5.24204  0.07
H 2.82421 2.40121 -5.32254  0.07
C -3.55145 3.43793 2.66727  -0.04
C -3.50357 2.07003 1.95091  -0.73
C -3.41929 0.95761 3.01799  -0.05
C -4.77486 1.87535 1.09781  -0.04
N -2.38245 2.01891 1.11510  -0.05
H -4.34410 3.43819 3.41462  0.08
H -3.72894 4.23473 1.94760  0.08
H -2.59124 3.62047 3.14765  0.08
H -4.32514 0.93907 3.62243  0.08
H -2.55844 1.14669 3.65700  0.07
H -3.28494 -0.00713 2.52797  0.07
H -5.66527 1.91183 1.72413  0.08
H -4.72531 0.91239 0.59143  0.08
H -4.83380 2.65635 0.34156  0.08
O 2.74090 3.77757 0.00283  -0.33
S 1.47314 3.15048 0.26440  0.16
O 1.52729 1.65545 0.16050  -0.46
O 0.38552 3.60896 -0.66676  -0.48
O 0.95746 3.42070 1.63373  -0.40

---

(2)
Molecular formula: C30H41N9O8
Method: DFT, ωB97M-V with the def2-TZVPD basis set

## Properties
Relative energy (zero: lowest compared OMol25 entry of this formula, charge and spin): 0.000 eV
Total charge: 0

Last column: Löwdin charge in e.
Geometry (Å):
O 4.06723 -0.07575 -3.94640  0.03
C 4.18298 -0.47485 -2.64861  -0.33
C 4.99559 -1.56464 -2.34497  -0.01
C 5.10801 -1.93606 -1.01070  -0.03
C 4.63630 -1.08022 0.02254  -0.35
O 4.91610 -1.30825 1.32861  0.01
C 3.95180 0.04244 -0.39986  -0.02
C 3.60089 0.37399 -1.70956  0.01
H 4.48566 -0.65241 -4.59027  0.11
H 5.52046 -2.15717 -3.07985  0.12
H 5.60987 -2.85865 -0.74484  0.12
H 5.75791 -1.76664 1.40935  0.13
H 3.80177 0.76781 0.39270  0.12
H 3.01751 1.25649 -1.91364  0.11
O -1.92710 2.53335 2.34381  0.00
C -1.94070 2.62998 3.68605  -0.33
C -1.13214 1.75776 4.43229  -0.04
C -0.94360 1.89100 5.77303  -0.01
C -1.74661 2.83950 6.45523  -0.29
O -1.76243 2.97417 7.81377  0.03
C -2.63445 3.67255 5.69697  -0.01
C -2.75454 3.56000 4.33051  -0.02
H -1.41782 1.77861 2.01079  0.06
H -0.45249 1.07930 3.92965  0.11
H -0.35044 1.14906 6.28837  0.12
H -2.67299 2.98803 8.12021  0.11
H -3.37728 4.29613 6.17682  0.11
H -3.45894 4.11651 3.72828  0.11
O -1.18529 -0.34792 -4.40188  0.01
C -1.06683 -0.16411 -3.02417  -0.31
C -0.05977 -0.75416 -2.30226  -0.01
C -0.05111 -0.62229 -0.91759  -0.04
C -1.02232 0.04651 -0.23700  -0.33
O -1.01291 0.26793 1.10284  -0.01
C -2.05265 0.64456 -0.99535  -0.01
C -2.08089 0.57377 -2.37889  -0.01
H -1.85856 0.25321 -4.73451  0.09
H 0.73540 -1.25030 -2.84268  0.08
H 0.71026 -1.10300 -0.31475  0.09
H -0.50426 -0.44035 1.53671  0.05
H -2.76025 1.28374 -0.48344  0.10
H -2.78566 1.15438 -2.95742  0.12
N -2.93467 4.06331 -0.00171  0.15
C -3.16319 5.38188 0.17873  -0.73
N -2.77872 5.78106 1.38457  0.17
O -3.78069 6.07010 -0.61307  0.02
H -2.26834 3.60635 0.60134  0.06
H -3.38967 3.63008 -0.78602  0.10
H -2.53561 5.02455 2.00166  0.06
H -2.88458 6.71704 1.73294  0.12
N 2.64771 -1.18434 2.92325  0.19
C 1.55906 -1.91179 2.72112  -0.69
N 1.73376 -3.21413 2.58506  0.19
O 0.44138 -1.38941 2.62781  -0.01
H 3.52267 -1.50381 2.51569  0.07
H 2.41162 -0.23042 3.14386  0.12
H 0.91325 -3.78533 2.47199  0.12
H 2.64187 -3.61659 2.74321  0.12
C -0.11704 -3.48583 -5.66926  -0.04
C 1.01056 -3.00209 -4.85422  -0.24
N 1.93236 -2.72673 -4.21702  0.16
H 0.27125 -4.03440 -6.52683  0.08
H -0.79626 -2.67657 -5.92074  0.07
H -0.49963 -4.27511 -5.01997  0.09
C 1.83901 2.08491 -4.82337  -0.05
C 0.41094 2.46632 -4.77583  -0.25
N -0.69021 2.80812 -4.64060  0.14
H 2.43219 2.82358 -5.35870  0.09
H 1.91129 1.09708 -5.27759  0.08
H 2.23825 1.99047 -3.81487  0.05
C 2.28532 -3.18974 -0.84014  -0.09
C 2.53599 -4.43326 -1.56384  -0.28
N 2.71019 -5.36818 -2.21158  0.13
H 2.92880 -3.17002 0.03497  0.06
H 1.26060 -3.14485 -0.47435  0.07
H 2.48619 -2.35046 -1.50444  0.05
C -3.41767 -0.34068 2.64145  -0.07
C -4.29851 -0.21830 3.74069  -0.29
N -5.01848 -0.16222 4.64276  0.14
H -3.71218 0.38448 1.88211  0.09
H -3.45823 -1.37057 2.28994  0.09
H -2.42549 -0.02586 2.95510  0.05
C -2.68300 -2.68485 -0.57485  -0.05
C -2.65403 -3.83862 -1.47452  -0.28
N -2.59504 -4.71309 -2.21530  0.12
H -1.74864 -2.75607 -0.02245  0.08
H -3.54597 -2.60170 0.08323  0.08
H -2.81413 -1.89838 -1.32010  0.07

---

(3)
Molecular formula: C30H42BHgO22S5
Method: DFT, ωB97M-V with the def2-TZVPD basis set

## Properties
Total charge: -1

Last column: Löwdin charge in e.
Geometry (Å):
Hg 13.26552 -9.39560 29.75737  1.24
C 9.31840 -10.71505 31.07480  0.00
C 10.59076 -10.20377 30.96524  -0.36
C 10.91390 -8.85802 31.66302  -0.37
O 11.96146 -8.25562 31.25989  -0.16
C 10.03506 -8.33502 32.58106  -0.01
C 8.68424 -8.78600 32.59971  -0.40
C 8.34037 -10.12722 31.93462  -0.39
O 7.21218 -10.56973 32.04555  0.04
O 7.78513 -8.12887 33.09948  0.03
O 11.49340 -10.73032 30.23684  -0.13
H 9.19222 -11.68266 30.60395  0.11
H 10.34223 -7.44448 33.11570  0.11
O 20.94582 -7.43090 32.45199  0.16
C 20.51030 -7.85896 31.43137  -0.39
O 19.39778 -7.45869 30.81210  0.22
B 19.02602 -8.46905 29.81644  -0.89
O 20.26098 -9.23518 29.57358  0.23
C 21.10385 -9.00790 30.57424  -0.39
O 22.10163 -9.60928 30.82633  0.15
O 17.91726 -9.34021 30.25566  0.23
C 16.85105 -9.08433 29.51540  -0.36
O 15.80369 -9.66470 29.60392  0.09
C 17.22993 -8.00362 28.47418  -0.39
O 18.53597 -7.82705 28.57293  0.24
O 16.47648 -7.50800 27.68460  0.14
C 14.40739 -3.45707 30.26788  -0.21
C 13.43495 -3.94264 31.35955  -0.19
C 13.67095 -5.43013 31.59344  -0.20
S 14.68481 -6.02225 30.22971  0.69
O 14.04797 -7.17822 29.66456  -0.37
O 16.06244 -6.10190 30.65762  -0.28
C 14.45970 -4.57221 29.23396  -0.22
H 15.40735 -3.20660 30.61645  0.12
H 14.00951 -2.58290 29.74787  0.11
H 12.43609 -3.78047 30.95607  0.11
H 13.55604 -3.41861 32.30511  0.11
H 12.76493 -6.04253 31.54516  0.08
H 14.15012 -5.73587 32.52174  0.10
H 13.59910 -4.72617 28.57674  0.10
H 15.28775 -4.51379 28.52341  0.12
C 8.90913 -7.09183 29.33964  -0.17
C 8.56206 -7.82122 28.00719  -0.18
C 9.59973 -7.50124 26.94047  -0.21
S 11.07731 -6.98896 27.82358  0.67
O 11.79858 -5.98446 27.08066  -0.33
O 11.75566 -8.14720 28.31832  -0.36
C 10.17199 -6.25818 29.17282  -0.21
H 8.98596 -7.83582 30.12622  0.09
H 8.13687 -6.38850 29.65306  0.12
H 7.58888 -7.48393 27.65194  0.11
H 8.50086 -8.87634 28.26172  0.12
H 9.36521 -6.61722 26.34760  0.10
H 9.82089 -8.35512 26.30406  0.10
H 9.95690 -5.24676 28.81439  0.11
H 10.75663 -6.15320 30.08564  0.10
C 17.32753 -8.73458 33.55977  -0.18
C 17.55371 -10.26412 33.67413  -0.20
C 16.50248 -10.99871 32.85985  -0.22
S 15.01126 -10.04471 33.14873  0.68
O 14.43681 -10.41514 34.41107  -0.30
O 14.19602 -10.07229 31.95876  -0.37
C 15.85446 -8.45920 33.26919  -0.19
H 18.00339 -8.29489 32.82897  0.09
H 17.67779 -8.32217 34.50843  0.12
H 17.35390 -10.53853 34.71468  0.11
H 18.57253 -10.55374 33.42846  0.12
H 16.31906 -12.03047 33.15434  0.10
H 16.66576 -10.95686 31.78081  0.09
H 15.30757 -7.78573 33.92027  0.11
H 15.83411 -8.09537 32.23812  0.08
C 13.50001 -8.62430 24.44042  -0.20
C 12.46736 -9.67650 23.91414  -0.21
C 12.23816 -10.63034 25.06545  -0.21
S 13.76292 -10.66665 26.02452  0.69
O 14.42871 -11.94192 25.92329  -0.31
O 13.47543 -10.06800 27.29072  -0.35
C 14.63259 -9.43772 25.02809  -0.21
H 13.06134 -7.93537 25.16139  0.11
H 13.83056 -8.07172 23.55973  0.11
H 12.93059 -10.09248 23.01854  0.11
H 11.57635 -9.13443 23.59958  0.11
H 11.84888 -11.63030 24.88314  0.11
H 11.51805 -10.20086 25.76845  0.09
H 15.24693 -9.97823 24.30945  0.11
H 15.29405 -8.93376 25.73555  0.10
C 15.82698 -15.01475 29.40893  -0.22
C 15.47084 -14.69482 30.86402  -0.22
C 14.12481 -13.96544 30.84516  -0.19
S 13.98951 -13.19870 29.20918  0.67
O 13.99350 -11.77468 29.34296  -0.37
O 12.92336 -13.87237 28.52164  -0.29
C 15.60143 -13.71888 28.65698  -0.22
H 15.12227 -15.76218 29.03482  0.12
H 16.83110 -15.41355 29.27602  0.12
H 16.22006 -14.11345 31.40164  0.10
H 15.43337 -15.66347 31.37126  0.11
H 14.06878 -13.18582 31.60296  0.10
H 13.26818 -14.62273 30.96957  0.11
H 16.24993 -12.91824 29.02586  0.11
H 15.70359 -13.74245 27.57461  0.10

---

Number 1: largest force on an atom 2.859 eV/A, DFT total energy -81796.02300 eV. Number 2: largest force on an atom 3.588 eV/A, DFT total energy -61565.42992 eV. Number 3: largest force on an atom 1.288 eV/A, DFT total energy -135868.82146 eV.